Record 1
108
Properties=species:S:1:pos:R:3:mulliken_charge:R:1 method="wB97M-V/def2-TZVPD" e_above_lowest_kcal_mol=116.6 smiles=CC(C)O.CC(C)O.CC(C)O.CC(C)O.CC(C)O.CC(C)O.CC(C)O.CC(C)O.CC(C)O e_tot_ha=-1748.902333 fmax_ev_per_a=3.30 homo_lumo_gap_ev=10.446
C 2.72 -5.71 -8.00 -1.100
C 3.93 -4.89 -8.58 0.307
C 5.26 -5.62 -8.45 -1.185
O 3.78 -4.56 -9.96 -0.548
H 3.05 -6.01 -7.00 0.325
H 2.52 -6.64 -8.52 0.327
H 1.85 -5.05 -7.97 0.298
H 4.10 -4.02 -7.95 0.286
H 6.12 -5.36 -9.08 0.335
H 5.06 -6.64 -8.79 0.288
H 5.57 -5.60 -7.41 0.332
H 3.73 -5.36 -10.49 0.335
C 3.10 6.42 3.80 -1.182
C 3.50 7.19 5.07 0.466
C 2.36 8.18 5.48 -1.272
O 3.76 6.28 6.09 -0.539
H 2.93 7.19 3.05 0.338
H 2.15 5.88 3.79 0.316
H 3.84 5.75 3.36 0.345
H 4.41 7.77 4.91 0.183
H 1.37 7.72 5.51 0.315
H 2.36 9.12 4.92 0.369
H 2.51 8.57 6.48 0.338
H 4.58 5.82 5.89 0.323
C 7.42 -1.08 1.01 -1.143
C 8.79 -0.71 0.60 0.442
C 9.14 -1.19 -0.83 -1.352
O 8.92 0.69 0.69 -0.553
H 6.75 -0.42 0.45 0.296
H 7.38 -0.90 2.08 0.279
H 7.10 -2.09 0.74 0.350
H 9.55 -1.17 1.23 0.262
H 8.35 -0.94 -1.53 0.357
H 9.15 -2.28 -0.93 0.377
H 10.07 -0.78 -1.23 0.347
H 8.58 1.12 -0.11 0.339
C -2.09 0.01 -10.62 -1.273
C -2.16 1.29 -9.88 0.633
C -1.45 1.29 -8.50 -1.397
O -1.48 2.29 -10.56 -0.538
H -2.70 -0.72 -10.10 0.353
H -1.11 -0.46 -10.50 0.309
H -2.41 0.03 -11.66 0.328
H -3.19 1.64 -9.83 0.174
H -1.42 2.26 -8.00 0.419
H -0.44 0.89 -8.63 0.361
H -1.94 0.57 -7.84 0.326
H -1.27 2.94 -9.88 0.305
C -2.31 -2.73 -0.04 -1.235
C -1.07 -1.95 -0.52 0.516
C -0.19 -1.51 0.71 -1.247
O -0.21 -2.83 -1.20 -0.511
H -2.53 -3.26 -0.97 0.381
H -3.06 -2.03 0.33 0.338
H -2.19 -3.44 0.78 0.301
H -1.37 -1.09 -1.12 0.194
H -0.81 -1.14 1.53 0.319
H 0.61 -0.79 0.51 0.325
H 0.39 -2.34 1.13 0.333
H -0.73 -3.54 -1.58 0.285
C -0.10 0.07 9.98 -1.447
C 1.07 0.89 9.47 0.549
C 1.81 0.14 8.32 -1.175
O 0.51 2.07 9.02 -0.518
H -0.62 0.57 10.79 0.325
H 0.23 -0.91 10.32 0.392
H -0.89 -0.25 9.30 0.356
H 1.70 1.08 10.34 0.200
H 2.05 -0.86 8.67 0.337
H 2.69 0.72 8.05 0.340
H 1.18 0.11 7.44 0.325
H 1.30 2.55 8.75 0.317
C -4.17 5.95 -1.40 -1.240
C -5.00 6.20 -2.67 0.269
C -6.51 6.12 -2.38 -1.120
O -4.73 7.54 -3.07 -0.548
H -4.27 6.71 -0.62 0.388
H -3.12 5.91 -1.70 0.335
H -4.42 4.94 -1.07 0.327
H -4.69 5.47 -3.42 0.315
H -6.83 5.10 -2.18 0.343
H -7.10 6.57 -3.17 0.330
H -6.73 6.72 -1.49 0.257
H -4.65 8.05 -2.26 0.344
C -5.87 2.98 6.48 -1.217
C -5.59 4.51 6.67 0.403
C -6.96 5.36 6.41 -1.199
O -5.16 4.77 7.98 -0.558
H -6.22 2.35 7.30 0.326
H -4.92 2.52 6.20 0.328
H -6.57 2.81 5.66 0.313
H -4.74 4.85 6.08 0.307
H -7.68 4.95 5.70 0.345
H -6.64 6.39 6.21 0.296
H -7.48 5.43 7.36 0.329
H -4.24 4.49 7.94 0.326
C -1.57 -10.09 0.31 -1.267
C -2.19 -10.45 -0.98 0.458
C -2.66 -11.94 -1.12 -1.249
O -3.22 -9.61 -1.31 -0.539
H -1.10 -9.11 0.29 0.323
H -0.74 -10.75 0.55 0.340
H -2.23 -9.99 1.17 0.320
H -1.38 -10.33 -1.71 0.237
H -3.31 -12.19 -0.28 0.359
H -1.81 -12.60 -0.95 0.352
H -3.10 -12.07 -2.11 0.312
H -3.96 -9.85 -0.74 0.354

=====

Record 2
90
Properties=species:S:1:pos:R:3:mulliken_charge:R:1 method="wB97M-V/def2-TZVPD" e_above_lowest_kcal_mol=27.0 s2=0.757 e_tot_ha=-4978.329846 fmax_ev_per_a=2.73 charge=+1 spin_multiplicity=2 homo_lumo_gap_ev="7.365 / 2.784"
C 1.15 -3.28 -2.39 -0.957
S 2.51 -2.03 -2.49 0.496
O 2.38 -1.00 -1.42 -0.374
C 3.92 -3.20 -2.25 -1.033
H 1.04 -3.29 -3.48 0.450
H 0.20 -2.88 -2.03 0.222
H 1.42 -4.19 -1.84 0.266
H 4.01 -3.53 -1.22 0.170
H 4.87 -2.74 -2.56 0.387
H 3.74 -3.92 -3.05 0.460
C -2.38 -3.62 0.92 -0.733
S -3.48 -3.31 2.40 0.442
O -2.77 -2.55 3.51 -0.586
C -4.74 -2.24 1.58 -0.711
H -2.17 -2.85 0.17 0.166
H -2.85 -4.35 0.26 0.488
H -1.51 -4.18 1.23 0.143
H -5.72 -2.64 1.31 0.383
H -4.31 -1.66 0.76 0.136
H -4.91 -1.57 2.43 0.269
C -2.46 2.17 -6.16 -0.712
S -3.32 3.44 -5.15 0.446
O -4.76 3.65 -5.62 -0.635
C -3.51 2.59 -3.54 -0.553
H -3.03 1.24 -6.13 0.311
H -1.43 2.17 -5.79 0.085
H -2.52 2.38 -7.23 0.394
H -4.26 3.13 -2.95 0.133
H -2.53 2.50 -3.06 0.128
H -3.93 1.62 -3.80 0.366
C 0.08 -0.50 1.41 -0.037
S -0.91 1.08 1.28 0.671
O 0.08 2.23 1.10 -0.350
C -1.69 0.98 -0.32 -0.538
H 0.25 -0.73 0.36 0.102
H -0.61 -1.22 1.86 0.027
H 0.92 -0.32 2.08 0.120
H -2.15 1.91 -0.64 0.116
H -2.58 0.38 -0.16 0.332
H -1.13 0.60 -1.17 0.349
C 3.15 2.88 1.16 -0.755
S 4.49 2.61 -0.08 0.438
O 5.73 3.10 0.64 -0.627
C 4.62 0.73 0.12 -0.503
H 2.29 2.30 0.81 -0.055
H 2.78 3.89 1.35 0.445
H 3.44 2.36 2.07 0.420
H 4.29 0.17 -0.76 0.075
H 3.98 0.49 0.97 0.090
H 5.68 0.47 0.09 0.422
C -5.72 3.23 2.16 -1.036
S -4.49 3.09 0.79 0.642
O -4.80 1.79 0.05 -0.614
C -5.01 4.43 -0.40 -0.981
H -6.72 3.48 1.79 0.336
H -5.45 3.99 2.89 0.359
H -5.92 2.31 2.71 0.332
H -5.03 5.37 0.15 0.441
H -5.98 4.15 -0.81 0.334
H -4.24 4.46 -1.17 0.259
C 3.01 -5.88 1.25 -1.041
S 1.50 -4.82 1.21 0.765
O 0.33 -5.78 1.34 -0.717
C 1.49 -3.93 2.82 -1.135
H 2.64 -6.73 0.68 0.367
H 3.25 -6.15 2.27 0.341
H 3.90 -5.45 0.79 0.313
H 1.41 -4.68 3.61 0.484
H 0.63 -3.36 3.16 0.238
H 2.46 -3.43 2.97 0.408
C 2.40 2.85 -2.88 -0.723
S 1.66 1.43 -3.79 0.661
O 0.12 1.47 -3.68 -0.572
C 2.02 2.06 -5.41 -1.073
H 2.35 2.76 -1.79 -0.153
H 2.09 3.80 -3.31 0.501
H 3.48 2.89 -3.01 0.463
H 3.02 2.49 -5.47 0.365
H 1.10 2.60 -5.65 0.242
H 2.16 1.31 -6.19 0.354
C 1.57 1.04 5.08 -0.626
S 1.78 -0.78 5.24 0.695
O 3.10 -0.93 4.44 -0.629
C 2.39 -0.71 6.97 -1.062
H 0.62 1.42 5.45 0.443
H 1.42 1.21 4.02 -0.175
H 2.52 1.55 5.24 0.382
H 3.42 -0.39 6.80 0.328
H 2.26 -1.55 7.65 0.336
H 1.92 0.14 7.47 0.363

=====

Record 3
14
Properties=species:S:1:pos:R:3:mulliken_charge:R:1 method="wB97M-V/def2-TZVPD" e_above_lowest_kcal_mol=52.6 smiles="CCOCC=O" e_tot_ha=-307.628642 fmax_ev_per_a=0.82 homo_lumo_gap_ev=10.775
C 1.63 0.86 0.23 -1.107
C 0.83 -0.36 -0.11 -0.166
O -0.02 -0.83 0.93 -0.377
C -1.35 -0.40 0.72 -0.402
C -1.54 -0.33 -0.79 0.102
O -1.74 0.67 -1.44 -0.491
H 0.94 1.68 0.48 0.244
H 2.32 0.70 1.06 0.323
H 2.17 1.15 -0.68 0.341
H 1.40 -1.22 -0.47 0.381
H 0.25 0.00 -0.96 0.175
H -1.57 0.57 1.19 0.287
H -2.02 -1.17 1.14 0.312
H -1.32 -1.31 -1.28 0.377

=====

Record 4
46
Properties=species:S:1:pos:R:3:mulliken_charge:R:1 method="wB97M-V/def2-TZVPD" e_above_lowest_kcal_mol=0.0 smiles="Cc1cc(SCC(=O)OCC(=O)NC[C@@H]2CCCO2)c(C)cc1Br" e_tot_ha=-3988.956994 fmax_ev_per_a=0.71 homo_lumo_gap_ev=9.408
C -0.77 -2.81 2.18 -1.872
C 0.20 -1.74 1.79 0.977
C 1.12 -1.93 0.78 -0.592
C 2.01 -0.93 0.41 0.346
S 3.16 -1.30 -0.91 -0.164
C 2.45 -0.27 -2.23 -0.249
C 1.14 -0.82 -2.75 0.780
O 0.49 -1.69 -2.23 -0.628
O 0.80 -0.17 -3.86 -0.394
C -0.49 -0.44 -4.43 -0.722
C -1.53 0.35 -3.63 0.703
O -1.93 1.44 -3.99 -0.647
N -1.94 -0.28 -2.51 -0.146
C -2.54 0.47 -1.43 -1.331
C -1.46 0.87 -0.41 0.903
C -1.94 1.97 0.53 -0.537
C -1.61 3.25 -0.26 -0.787
C -0.55 2.78 -1.28 -0.485
O -0.31 1.40 -1.04 -0.181
C 2.04 0.30 1.07 0.725
C 3.00 1.38 0.72 -2.025
C 1.11 0.49 2.08 -0.555
C 0.22 -0.50 2.43 0.008
Br -1.04 -0.13 3.82 -0.124
H -1.80 -2.45 2.08 0.385
H -0.62 -3.10 3.22 0.384
H -0.65 -3.68 1.55 0.405
H 1.15 -2.87 0.25 0.274
H 2.27 0.73 -1.85 -0.064
H 3.18 -0.23 -3.04 0.568
H -0.69 -1.51 -4.41 0.348
H -0.44 -0.06 -5.45 0.382
H -1.43 -1.11 -2.23 0.329
H -2.99 1.36 -1.87 0.561
H -3.31 -0.13 -0.94 0.304
H -1.12 -0.03 0.12 -0.360
H -1.38 1.94 1.46 0.187
H -3.00 1.88 0.76 0.421
H -2.49 3.63 -0.77 0.295
H -1.22 4.03 0.39 0.381
H 0.41 3.30 -1.15 0.316
H -0.90 2.93 -2.31 0.292
H 2.54 2.09 0.04 0.208
H 3.30 1.93 1.61 0.530
H 3.89 0.97 0.24 0.396
H 1.10 1.44 2.61 0.453

=====

Record 5
8
Properties=species:S:1:pos:R:3:mulliken_charge:R:1 method="wB97M-V/def2-TZVPD" e_above_lowest_kcal_mol=6.9 e_tot_ha=-514.545900 fmax_ev_per_a=1.18 charge=-1 homo_lumo_gap_ev=7.411
C 0.57 -0.13 -0.95 -0.634
O -0.75 -0.58 -0.74 -0.463
H 0.57 0.89 -1.30 0.259
H 1.20 -0.26 -0.08 0.249
H 1.04 -0.76 -1.71 0.221
H -1.01 -0.12 0.09 0.276
S -0.37 0.64 1.85 -0.874
H -1.24 0.33 2.84 -0.034

=====

Record 6
91
Properties=species:S:1:pos:R:3:mulliken_charge:R:1 method="wB97M-V/def2-TZVPD" s2=6.054 e_tot_ha=-6201.629437 fmax_ev_per_a=0.73 charge=-1 spin_multiplicity=5 homo_lumo_gap_ev="7.420 / 7.560"
Mn 1.71 1.96 -0.57 -0.244
C -0.93 -4.14 -4.70 -1.686
C -1.52 -3.68 -3.36 2.151
C -2.94 -3.18 -3.61 -2.016
C -1.60 -4.88 -2.41 -1.612
C -0.63 -2.60 -2.75 -0.171
C -1.08 -1.33 -2.45 -0.310
C -0.23 -0.40 -1.86 -0.282
Se -0.95 1.32 -1.39 0.059
C -1.29 0.92 0.45 0.402
C -2.50 0.35 0.80 -0.711
C -2.77 0.01 2.12 -0.523
C -1.78 0.28 3.06 -0.281
C -0.54 0.86 2.75 -0.133
C -0.29 1.20 1.41 0.346
O 0.85 1.78 1.07 0.296
C 0.44 1.04 3.93 2.467
C 0.68 -0.32 4.59 -1.745
C -0.20 1.99 4.95 -1.731
C 1.82 1.61 3.57 -2.126
C -4.11 -0.64 2.48 2.237
C -4.22 -0.94 3.97 -2.163
C -4.25 -1.96 1.71 -1.619
C -5.26 0.29 2.09 -1.728
C 1.11 -0.70 -1.56 0.844
O 1.91 0.18 -0.99 -0.582
C 1.59 -1.99 -1.86 -0.560
C 0.70 -2.89 -2.44 -0.425
C 3.02 -2.50 -1.61 2.317
C 3.64 -2.94 -2.95 -1.709
C 4.00 -1.50 -0.97 -2.178
C 2.95 -3.72 -0.66 -1.694
H -1.55 -4.91 -5.15 0.464
H -0.86 -3.30 -5.40 0.352
H 0.08 -4.54 -4.58 0.298
H -3.54 -3.98 -4.05 0.440
H -3.43 -2.87 -2.68 0.258
H -2.95 -2.33 -4.30 0.391
H -2.24 -5.67 -2.84 0.470
H -0.62 -5.32 -2.23 0.303
H -2.02 -4.59 -1.45 0.314
H -2.10 -1.03 -2.65 0.503
H -3.22 0.16 0.02 0.341
H -1.97 0.03 4.09 0.258
H -0.24 -0.78 4.97 0.301
H 1.13 -1.02 3.87 0.352
H 1.37 -0.21 5.43 0.483
H -1.15 1.62 5.33 0.283
H 0.48 2.13 5.80 0.473
H -0.37 2.98 4.51 0.331
H 2.36 0.99 2.86 0.268
H 1.78 2.61 3.16 0.163
H 2.41 1.65 4.50 0.589
H -3.44 -1.63 4.31 0.381
H -4.15 -0.04 4.58 0.396
H -5.19 -1.41 4.18 0.445
H -3.44 -2.65 1.97 0.358
H -5.20 -2.44 1.95 0.449
H -4.21 -1.80 0.63 0.305
H -5.19 1.24 2.63 0.366
H -5.25 0.52 1.03 0.314
H -6.22 -0.17 2.33 0.449
H 1.07 -3.88 -2.67 0.226
H 3.70 -2.09 -3.63 0.367
H 4.65 -3.32 -2.78 0.465
H 3.06 -3.73 -3.43 0.277
H 4.14 -0.62 -1.59 0.350
H 3.67 -1.16 0.01 0.280
H 4.96 -2.01 -0.86 0.579
H 2.35 -4.53 -1.08 0.300
H 3.96 -4.10 -0.48 0.470
H 2.51 -3.43 0.29 0.347
F 2.66 5.76 -4.17 -0.225
C 1.40 5.97 -3.75 0.527
F 1.14 7.28 -3.94 -0.323
F 0.59 5.29 -4.58 -0.229
C 1.21 5.57 -2.31 -0.066
C 0.75 6.47 -1.38 -0.072
C 0.56 6.10 -0.05 -1.063
C 0.84 4.80 0.30 -0.175
N 1.29 3.94 -0.61 0.434
C 1.50 4.25 -1.90 0.894
S 2.09 2.88 -2.77 -0.543
H 0.53 7.48 -1.70 0.487
H 0.21 6.81 0.68 0.431
H 0.73 4.40 1.30 0.301
F 3.58 2.40 0.12 -0.225
B 4.46 3.05 1.14 0.320
F 4.80 2.07 2.06 -0.367
F 3.68 4.06 1.70 -0.413
F 5.55 3.55 0.46 -0.345